No. 1
Formula: C30H30N4O4
Source: the Open Molecules 2025 dataset
Level of theory: wB97M-V/def2-TZVPD

Element x y z (Å)
C1 -0.249 5.351 -0.705
C2 -0.124 5.837 -2.162
N1 -0.164 4.706 -3.102
C3 -0.546 4.724 -4.528
C4 -0.332 3.257 -4.990
C5 0.147 2.524 -3.756
C6 0.489 1.217 -3.533
C7 0.925 0.808 -2.243
C8 1.209 -0.561 -2.017
C9 1.411 -1.214 -0.778
C10 1.967 -2.523 -0.770
C11 2.254 -3.137 0.420
C12 2.015 -2.446 1.621
N2 2.385 -3.203 2.715
C13 2.196 -2.684 4.079
C14 2.214 -1.144 4.098
C15 1.347 -0.482 2.996
C16 1.450 -1.173 1.667
C17 1.093 -0.604 0.468
C18 2.927 -4.516 2.309
C19 2.827 -4.497 0.759
C20 1.075 1.799 -1.231
C21 0.682 3.101 -1.425
C22 0.225 3.443 -2.696
C23 0.679 4.158 -0.358
H1 -0.076 6.186 -0.013
H2 -1.286 5.041 -0.532
H3 -0.933 6.525 -2.428
H4 0.817 6.377 -2.312
H5 -1.588 5.051 -4.605
H6 0.090 5.440 -5.058
H7 -1.252 2.803 -5.379
H8 0.423 3.191 -5.782
H9 0.414 0.499 -4.329
H10 1.296 -1.177 -2.896
H11 2.187 -3.021 -1.697
H12 1.246 -3.068 4.467
H13 2.988 -3.103 4.709
H14 1.913 -0.779 5.089
H15 3.249 -0.808 3.970
H16 0.300 -0.455 3.307
H17 1.636 0.570 2.866
H18 0.514 0.300 0.491
H19 3.957 -4.593 2.672
H20 2.329 -5.307 2.771
H21 2.160 -5.284 0.391
H22 3.800 -4.645 0.274
H23 1.569 1.554 -0.310
H24 1.703 4.506 -0.199
H25 0.375 3.702 0.593
O1 -4.503 -4.107 -0.941
N3 -4.316 -4.257 0.270
O2 -4.676 -5.267 0.883
C24 -3.637 -3.191 1.004
C25 -3.132 -3.420 2.275
C26 -2.451 -2.418 2.941
C27 -2.294 -1.184 2.364
C28 -2.792 -0.922 1.071
C29 -2.591 0.329 0.488
N4 -2.914 0.653 -0.841
O3 -2.677 1.814 -1.229
O4 -3.422 -0.205 -1.586
C30 -3.467 -1.968 0.409
H26 -3.269 -4.389 2.726
H27 -2.022 -2.605 3.911
H28 -1.774 -0.400 2.885
H29 -2.146 1.114 1.064
H30 -3.850 -1.825 -0.590

Computed properties:
**Multiplicity**: 1
**Gap between HOMO and LUMO**: 4.0 eV
**Energy**: -1680.93164 Eh
**LUMO level**: -1.763 eV

---

No. 2
Formula: C30H30N4O4
Source: the Open Molecules 2025 dataset
Level of theory: wB97M-V/def2-TZVPD

Element x y z (Å)
C1 -1.400 1.509 2.633
O1 -0.459 2.483 2.239
C2 -0.816 3.798 2.248
C3 -2.055 4.279 2.651
C4 -2.324 5.638 2.622
C5 -1.367 6.535 2.190
C6 -0.127 6.072 1.785
C7 0.155 4.718 1.810
N1 1.439 4.239 1.434
C8 1.508 3.190 0.573
C9 2.657 2.540 0.267
C10 2.600 1.328 -0.593
O2 3.436 1.009 -1.419
N2 1.486 0.582 -0.377
C11 1.321 -0.717 -0.973
C12 0.551 -1.598 0.008
O3 0.071 -1.111 1.022
N3 0.440 -2.902 -0.288
C13 0.874 -3.566 -1.494
C14 -0.344 -4.129 -2.234
N4 -1.042 -5.048 -1.358
C15 -2.059 -5.851 -2.025
C16 -3.212 -5.057 -2.592
C17 -3.152 -4.546 -3.883
C18 -4.182 -3.767 -4.382
C19 -5.286 -3.488 -3.595
C20 -5.359 -3.999 -2.310
C21 -4.328 -4.777 -1.813
C22 -1.517 -4.350 -0.179
C23 -0.317 -3.783 0.578
C24 3.892 3.029 0.823
C25 5.142 2.465 0.538
C26 6.287 2.981 1.102
C27 6.223 4.069 1.971
C28 5.005 4.635 2.266
C29 3.831 4.129 1.699
C30 2.567 4.763 2.069
O4 2.467 5.675 2.868
H1 -0.919 0.549 2.450
H2 -1.650 1.602 3.694
H3 -2.313 1.573 2.034
H4 -2.814 3.598 3.004
H5 -3.292 5.989 2.946
H6 -1.579 7.593 2.170
H7 0.636 6.759 1.456
H8 0.571 2.914 0.114
H9 0.917 0.727 0.450
H10 2.312 -1.127 -1.197
H11 0.756 -0.637 -1.913
H12 1.423 -2.888 -2.143
H13 1.528 -4.399 -1.211
H14 -0.006 -4.674 -3.117
H15 -0.987 -3.293 -2.560
H16 -1.557 -6.403 -2.825
H17 -2.428 -6.572 -1.291
H18 -2.298 -4.767 -4.506
H19 -4.122 -3.379 -5.388
H20 -6.089 -2.880 -3.984
H21 -6.221 -3.792 -1.694
H22 -4.396 -5.180 -0.813
H23 -2.043 -5.060 0.462
H24 -2.207 -3.526 -0.433
H25 -0.641 -3.210 1.447
H26 0.332 -4.605 0.897
H27 5.195 1.633 -0.144
H28 7.244 2.539 0.869
H29 7.127 4.464 2.409
H30 4.919 5.476 2.937

Computed properties:
**Multiplicity**: 1
**Gap between HOMO and LUMO**: 8.4 eV
**Energy**: -1681.24052 Eh
**SMILES**: COc1ccccc1-n1cc(C(=O)NCC(=O)N2CCN(Cc3ccccc3)CC2)c2ccccc2c1=O
**LUMO level**: 0.518 eV

---

No. 3
Formula: C30H30N7O4V
Source: the Open Molecules 2025 dataset
Level of theory: wB97M-V/def2-TZVPD

Element x y z (Å)
V1 -0.464 0.303 -0.881
O1 0.562 -0.542 -1.924
C1 1.450 -1.405 -2.434
C2 2.700 -0.981 -2.856
C3 3.642 -1.910 -3.262
C4 3.336 -3.267 -3.273
C5 2.061 -3.677 -2.929
C6 1.096 -2.760 -2.522
C7 -0.291 -3.195 -2.259
N1 -1.157 -2.460 -1.705
C8 -2.524 -2.897 -1.582
C9 -3.442 -1.746 -1.987
N2 -3.134 -0.561 -1.207
C10 -4.084 0.203 -0.856
C11 -3.923 1.430 -0.060
C12 -5.033 2.212 0.247
C13 -4.903 3.385 0.966
C14 -3.638 3.796 1.376
C15 -2.524 3.029 1.086
C16 -2.659 1.844 0.377
O2 -1.606 1.105 0.069
H1 2.915 0.079 -2.848
H2 4.626 -1.577 -3.567
H3 4.085 -3.993 -3.561
H4 1.805 -4.731 -2.957
H5 -0.542 -4.202 -2.624
H6 -2.723 -3.138 -0.534
H7 -2.755 -3.780 -2.192
H8 -4.487 -2.059 -1.875
H9 -3.262 -1.516 -3.041
H10 -5.119 -0.020 -1.153
H11 -6.011 1.883 -0.089
H12 -5.774 3.984 1.196
H13 -3.519 4.720 1.927
H14 -1.531 3.334 1.395
O3 -0.529 3.217 -1.901
C17 0.495 3.044 -1.267
N3 0.846 1.841 -0.703
C18 2.057 1.946 -0.058
O4 2.622 1.059 0.552
C19 2.542 3.361 -0.231
C20 3.689 3.991 0.199
C21 3.840 5.341 -0.116
C22 2.870 6.021 -0.844
C23 1.718 5.369 -1.284
C24 1.579 4.037 -0.961
H15 4.444 3.453 0.758
H16 4.730 5.866 0.209
H17 3.008 7.069 -1.075
H18 0.958 5.881 -1.859
C25 0.155 -0.301 2.256
N4 -0.022 -1.338 1.210
C26 -0.915 -2.371 1.752
N5 -0.393 -2.963 2.983
C27 -0.193 -1.896 3.972
N6 0.714 -0.859 3.484
C28 2.006 -1.470 3.147
N7 1.860 -2.549 2.162
C29 1.290 -1.971 0.946
C30 0.926 -3.542 2.691
H19 -0.820 0.138 2.475
H20 0.827 0.466 1.879
H21 -1.024 -3.165 1.010
H22 -1.893 -1.927 1.953
H23 0.223 -2.336 4.880
H24 -1.159 -1.444 4.205
H25 2.462 -1.871 4.054
H26 2.650 -0.700 2.722
H27 1.152 -2.764 0.210
H28 1.973 -1.221 0.549
H29 1.335 -3.955 3.614
H30 0.807 -4.347 1.963

Computed properties:
**Multiplicity**: 1
**Gap between HOMO and LUMO (alpha / beta)**: 8.2 / 8.2 eV
**Energy**: -2789.49840 Eh
**LUMO level (alpha / beta)**: 0.307 / 0.307 eV

---

Number 1: F_max 2.3 eV/A. Number 2: F_max 1.1 eV/A. Number 3: F_max 3.7 eV/A.